Entry 1:
17
Properties=species:S:1:pos:R:3:forces:R:3 method="wB97M-V/def2-TZVPD" multiplicity=1 orbital_gap_ev=9.15 de_lowest_kcal_mol=187.7 homo_energy_ev=-8.213 lumo_energy_ev=0.9376 largest_force_ev_per_a=10.60 e_tot_ev=-9793.327 smiles="C1=NN[C@@H]2C[C@H]2NC1"
H -3.05302 0.44264 -0.78424 3.541 -1.252 2.127
N -1.82081 -1.19221 0.02978 2.654 -0.104 0.444
C 2.14669 -0.66742 -0.18386 -4.190 1.304 -3.212
C -1.91862 0.04589 -0.21974 -2.292 2.823 -1.516
C -0.93522 1.30724 0.23942 -3.219 0.930 2.735
H 2.60002 -0.79592 -1.23243 -0.491 0.318 2.093
H 2.32037 -1.25061 0.68185 1.157 -0.669 0.191
N -0.36435 -1.49160 0.39888 -5.970 -8.042 3.462
H -1.15904 1.17667 1.51075 1.062 0.591 -3.555
H 1.41319 0.23869 1.50407 -1.734 1.278 -2.230
C 0.40207 -0.68573 -0.25910 6.928 0.901 -1.319
H -0.29116 -2.63418 0.26707 -0.182 4.006 0.184
H -0.14398 -0.51274 -1.15007 1.066 1.182 -1.999
N 0.46855 1.59863 -0.00806 0.326 1.848 -3.173
H 0.64982 1.71918 -1.08132 -0.747 0.121 2.498
C 1.11903 0.43973 0.35397 2.252 -4.194 2.923
H -1.43353 2.26175 -0.06698 -0.161 -1.039 0.347

Entry 2:
14
Properties=species:S:1:pos:R:3:forces:R:3 method="wB97M-V/def2-TZVPD" multiplicity=1 orbital_gap_ev=10.79 de_lowest_kcal_mol=28.2 homo_energy_ev=-10.216 lumo_energy_ev=0.5755 largest_force_ev_per_a=5.10 e_tot_ev=-78397.305 smiles="CC(C)OC(=O)Br"
H 0.40444 -1.89737 0.24970 0.075 -1.472 0.332
H 0.18781 -1.14672 -1.32350 -0.476 -0.229 -1.264
O -1.03183 0.60140 -0.06515 -3.768 -2.879 0.212
H 1.72805 -0.95607 -0.51026 1.327 -0.776 -0.365
H 1.31296 1.47303 -0.97973 -0.104 -0.094 -2.458
H 0.12685 -0.06946 1.51865 0.925 0.736 -2.492
C -2.18892 -0.55602 0.14354 5.046 0.527 0.554
C 1.16143 1.36223 0.03784 0.016 -0.743 0.708
Br -3.74862 0.22333 -0.25284 -1.644 0.851 -0.484
H 2.14735 1.24262 0.38149 1.361 -0.686 0.899
H 0.91579 2.33502 0.35110 -1.167 1.011 0.913
C 0.26567 0.18442 0.33783 -1.150 -1.041 2.404
O -1.97279 -1.66987 0.51193 -0.254 2.011 -0.555
C 0.69179 -1.12655 -0.40059 -0.187 2.785 1.597

Entry 3:
64
Properties=species:S:1:pos:R:3:forces:R:3 method="wB97M-V/def2-TZVPD" multiplicity=5 orbital_gap_ev="6.87 / 4.48" de_lowest_kcal_mol=0.0 homo_energy_ev="-18.904 / -18.914" lumo_energy_ev="-12.0287 / -14.4309" largest_force_ev_per_a=9.47 charge=+4 e_tot_ev=-69042.991
C -0.57004 -0.38338 -1.87885 1.404 -1.098 1.166
C 1.91251 -0.13531 -3.37136 0.096 0.318 0.295
C 2.29685 2.01899 3.28999 -0.217 -0.184 0.289
P -1.98476 -1.93231 1.63916 -1.656 -0.812 0.919
C 2.96984 -1.32607 1.37853 2.659 0.726 0.024
C -0.06092 -2.22867 -3.99228 -0.402 -0.008 0.053
H 0.41397 -2.47635 -4.95622 -0.115 0.268 0.246
H 1.92201 2.85729 -0.49950 0.214 0.003 0.317
C 2.29931 -2.12746 2.30151 1.023 -0.314 2.068
H 2.81253 1.48281 0.24385 -0.113 0.395 0.168
H 1.18714 4.89285 2.58694 -0.133 0.041 -0.083
C 2.48328 2.52495 0.38920 -0.064 0.000 -0.290
C -2.82994 2.47959 -1.90564 0.892 1.543 0.182
H 2.05629 0.65105 -2.60974 -0.066 -0.228 -0.391
C -2.34421 3.27773 0.12289 -0.033 0.240 -1.528
H -3.74933 -1.24927 0.12768 0.059 0.037 0.302
C -3.46795 -0.97114 1.15337 0.609 0.410 -0.604
C -2.36194 -3.66967 1.17238 0.911 0.233 -0.510
H 0.41137 -2.83590 -3.19827 -0.193 0.358 -0.359
H -3.24229 0.10594 1.14735 -0.219 -0.316 0.049
H 3.53466 -0.44970 1.70428 -0.096 -0.421 -0.081
H 2.35741 0.21287 -4.32091 -0.309 -0.136 0.252
C -1.84455 -1.83355 3.46720 0.876 0.374 -0.324
H 0.39141 4.63157 1.00421 0.096 -0.160 0.184
H -0.86551 -2.24519 3.75470 -0.374 -0.014 0.106
H -3.25758 -4.07357 1.66928 0.202 0.370 0.005
H -0.65266 1.75072 -4.00260 0.037 -0.405 -0.063
H -3.24719 1.75003 -2.59209 -0.026 0.081 0.231
H -2.20347 4.07482 -3.30379 -0.048 0.238 0.122
H 2.90759 2.82174 3.73403 -0.180 -0.169 -0.174
C 0.13665 1.35791 1.50221 0.859 -1.613 -0.262
P 1.43093 2.64426 1.84228 -0.593 0.226 -0.189
H 0.93416 -3.75703 2.56728 0.244 -0.372 0.145
H 2.95522 1.17824 3.01150 -0.302 0.458 0.074
C -2.29908 3.70678 -2.29313 -0.332 -1.201 0.718
C 2.18299 -2.74803 -0.41771 1.444 -0.831 -1.736
H -1.13416 -2.47941 -4.04997 0.390 0.093 -0.045
N -2.81106 2.25431 -0.54912 -0.199 0.307 0.509
Pd 0.99207 -1.53460 0.79923 -7.864 5.200 -0.887
C 2.92080 -1.65412 0.02178 3.042 0.867 -1.311
H -2.50413 -3.68614 0.07915 -0.094 -0.089 0.384
H -0.40864 0.84448 -5.53111 -0.117 0.025 0.151
H 3.36853 3.16774 0.52434 -0.274 -0.130 -0.021
H -0.39651 4.06410 2.50832 0.368 -0.037 -0.034
C 0.56919 4.20209 1.99938 0.243 0.524 0.279
C 1.49755 -3.52746 0.50551 -0.411 -2.691 -0.120
H 2.17918 -2.99342 -1.48382 -0.199 0.058 0.417
H 1.56449 1.67457 4.04102 0.302 0.219 -0.190
H -2.64257 -2.36915 4.00419 0.088 0.097 -0.403
P 0.14719 -0.47448 -3.58427 -0.987 0.291 0.424
H 2.34409 -1.86580 3.35769 -0.177 -0.098 -0.158
H 3.48538 -1.05904 -0.70479 -0.188 -0.233 0.340
H 0.87614 -4.33955 0.14481 0.101 -0.074 0.135
H -1.84410 0.50676 -4.51317 0.389 -0.027 0.046
H -2.30102 3.36525 1.20640 -0.150 -0.137 -0.298
H -1.49104 -4.30045 1.40251 -0.371 0.035 0.046
H -4.31183 -1.18844 1.82782 0.401 -0.106 0.020
C 1.55294 -3.22203 1.86479 -0.069 -2.097 1.414
H -1.84437 -0.77043 3.74874 -0.147 -0.304 -0.003
C -0.77413 0.77144 -4.49633 0.206 0.015 -0.792
S -1.82149 4.60139 -0.89692 -0.469 -0.687 -0.080
O -1.27580 -0.04803 -0.99570 0.110 -0.097 -1.591
O -0.99592 1.12856 1.35422 0.240 0.769 0.635
H 2.44450 -1.04568 -3.05243 -0.318 0.274 -0.187

Entry 4:
14
Properties=species:S:1:pos:R:3:forces:R:3 method="wB97M-V/def2-TZVPD" multiplicity=1 orbital_gap_ev=10.12 de_lowest_kcal_mol=70.0 homo_energy_ev=-9.743 lumo_energy_ev=0.3730 largest_force_ev_per_a=4.73 e_tot_ev=-9844.246 smiles="NC(=O)CCC=O"
H -0.23697 1.47802 2.47898 -1.164 1.175 0.005
H 1.34583 1.52602 -0.19349 -0.699 0.185 0.114
C 0.32406 -0.36174 0.18699 1.225 0.887 -3.961
O 1.66301 1.51159 2.44069 0.724 1.302 -0.402
C -0.57562 -0.50560 -1.15506 -3.229 -3.353 0.819
H 1.37229 -0.69780 -0.16569 -1.518 0.299 1.026
N -0.87224 -1.84802 -1.65050 1.598 -0.746 0.408
C 0.62549 1.66731 1.84064 0.609 -3.991 0.467
H -1.80446 -2.29992 -1.59455 0.971 1.433 -0.161
H -0.12593 -1.19769 0.76468 0.272 1.346 0.537
O -1.48364 0.20368 -1.48942 0.672 2.465 0.536
H -0.15186 -2.50494 -1.90259 0.185 0.021 0.416
H -0.52374 1.76823 0.05410 1.426 -0.881 -0.163
C 0.44380 1.26087 0.38525 -1.071 -0.143 0.358

Entry 5:
21
Properties=species:S:1:pos:R:3:forces:R:3 method="wB97M-V/def2-TZVPD" multiplicity=1 orbital_gap_ev="6.84 / 6.84" de_lowest_kcal_mol=0.0 homo_energy_ev="-7.552 / -7.551" lumo_energy_ev="-0.7078 / -0.7087" largest_force_ev_per_a=2.98 e_tot_ev=-25525.595 smiles="CC1=C2C(=O)N(N)C(I)=C2C(=O)N1N"
N 1.79751 1.55232 -0.12719 1.461 2.321 -0.368
C 2.15545 0.28203 -0.19604 0.095 -1.833 0.343
O -0.08134 2.89811 -0.05148 0.609 -0.690 0.065
C -1.28705 -0.38344 0.04191 1.968 2.074 0.327
H -2.85901 0.93276 -0.16696 -0.097 0.771 -0.535
H 3.25861 2.62623 -1.00060 -0.272 0.645 -0.661
H -1.27228 -3.32844 -0.58708 -0.761 -1.247 -0.254
H -3.47148 -0.64995 0.24857 1.232 0.513 0.187
N -0.88541 -1.64290 0.01485 1.599 -0.666 -0.030
O 1.03492 -2.92848 -0.33874 -0.732 1.635 0.047
C -2.60596 0.06807 0.40026 -2.643 -0.344 1.330
H 2.18926 3.36329 0.18290 -0.303 1.958 -0.178
H -2.64726 0.42233 1.46828 0.154 -0.520 -0.851
C -0.14650 0.46039 -0.10890 -0.068 -2.178 -0.583
H -2.46866 -2.70789 0.49296 -0.135 -0.271 -0.463
N 2.71653 2.61612 -0.16419 -0.203 -2.323 1.265
C 0.52704 -1.81744 -0.21978 1.168 0.258 0.093
C 0.98296 -0.42406 -0.26494 0.337 -1.970 0.165
I 4.14550 -0.25712 0.20172 -0.854 -0.051 -0.401
C 0.41223 1.76809 -0.08912 -1.850 1.651 0.039
N -1.49507 -2.84997 0.26354 -0.704 0.265 0.465

Entry 6:
21
Properties=species:S:1:pos:R:3:forces:R:3 method="wB97M-V/def2-TZVPD" multiplicity=1 orbital_gap_ev="8.61 / 8.61" de_lowest_kcal_mol=59.3 homo_energy_ev="-8.560 / -8.559" lumo_energy_ev="0.0534 / 0.0535" largest_force_ev_per_a=3.99 e_tot_ev=-16187.852
H -2.16832 -2.24413 -0.30475 1.292 0.338 -0.403
H 1.64027 1.52557 -1.46287 -1.154 -0.244 0.255
C 0.67757 -0.15335 -0.25049 -1.147 1.860 -1.644
H -1.02871 2.56476 0.48481 0.306 0.034 0.004
H 1.79564 -0.75798 -2.04826 0.452 0.245 -0.023
H 1.85349 -1.85755 -0.66007 1.294 -1.185 0.623
P -1.03022 0.45365 -0.94612 -0.234 -2.886 2.129
C -1.50078 1.59701 0.40425 -3.287 -1.648 1.561
H 1.10090 -1.42783 1.43778 -0.375 0.859 0.043
H -3.12658 -1.37789 0.38602 2.097 1.316 0.007
H 2.54925 0.97200 -0.32732 1.192 -0.425 1.287
C 1.26170 -1.21514 -1.22930 -1.752 1.169 0.140
H -2.62353 1.75111 0.24121 1.386 0.313 -0.210
H -0.50724 -0.66498 1.59269 1.179 0.310 -0.447
H 0.48598 -1.79380 -1.71953 -0.288 -0.301 0.185
H 1.19462 1.97632 0.15020 -0.477 1.337 1.372
C 0.53835 -0.47530 1.23496 0.590 -1.343 0.254
H 1.04139 0.34885 1.74441 -0.250 -0.287 0.525
N -2.03436 -1.39652 0.27663 -2.259 0.811 -1.296
C 1.50913 1.16371 -0.41144 0.405 -1.468 -2.772
H -1.62854 1.01147 1.40719 1.032 1.193 -1.591